# 1
17
Properties=species:S:1:pos:R:3 method="wB97M-V/def2-TZVPD" total_charge=0 e_homo_ev=-9.424 lumo_energy_ev=0.772 de_lowest_kcal_mol=61.0 total_energy_ha=-343.1042 smiles="NCC[C@@H](N)C=O"
O 1.63 -0.74 -2.30
C 1.23 -1.46 -1.42
C 0.51 -0.92 -0.23
C -0.31 0.37 -0.39
C -0.07 1.30 0.81
N -0.87 2.52 1.09
N -0.41 -2.11 0.16
H 1.47 -2.53 -1.47
H 1.09 -0.79 0.69
H -0.21 0.88 -1.36
H -1.35 0.03 -0.42
H -0.22 0.66 1.70
H 0.98 1.62 0.68
H -1.38 2.34 1.93
H -0.22 3.29 1.08
H -1.37 -1.76 0.13
H -0.50 -2.69 -0.68



# 2
49
Properties=species:S:1:pos:R:3 method="wB97M-V/def2-TZVPD" total_charge=0 e_homo_ev=-9.433 lumo_energy_ev=-0.554 de_lowest_kcal_mol=52.4 total_energy_ha=-1315.1839 smiles="CNC(=O)[C@H](Cc1ccccc1)NC(C)=O.O=C1c2ccccc2C(=O)N1O"
O -4.41 -2.68 -5.84
O -1.70 -4.62 -2.74
O 0.26 3.55 3.47
O 4.71 0.41 1.43
O -3.63 -5.31 -4.93
C -3.61 -2.81 -4.92
C -2.28 -3.79 -3.42
C 0.81 2.48 3.29
C 4.05 1.33 1.89
C -1.98 -1.16 1.05
C -2.22 0.44 -3.45
C -1.37 -0.18 -2.52
C -1.87 0.24 0.88
C -0.81 -1.95 1.06
C -3.01 -0.34 -4.30
C -1.31 -1.57 -2.42
C -0.61 0.84 0.72
C 0.45 -1.35 0.90
C -2.95 -1.74 -4.20
C -2.11 -2.35 -3.27
C 0.55 0.05 0.73
N -3.19 -4.04 -4.44
N 4.72 2.40 2.35
N 1.74 2.37 2.35
C 0.45 1.28 4.15
C 4.27 3.59 3.07
C 1.93 0.68 0.60
C 2.50 1.18 1.94
H -4.27 -5.21 -5.66
H -2.95 -1.62 1.17
H -2.26 1.52 -3.52
H -0.74 0.43 -1.88
H -2.77 0.85 0.88
H -0.89 -3.02 1.19
H -3.67 0.12 -5.03
H -0.66 -2.06 -1.71
H -0.54 1.91 0.60
H 1.34 -1.96 0.92
H 5.72 2.31 2.22
H 1.92 3.22 1.84
H 1.32 0.98 4.73
H -0.36 1.57 4.83
H 0.11 0.46 3.52
H 3.68 3.31 3.94
H 5.14 4.15 3.42
H 3.69 4.23 2.42
H 2.60 -0.06 0.17
H 1.88 1.51 -0.11
H 2.34 0.38 2.66



# 3
16
Properties=species:S:1:pos:R:3 method="wB97M-V/def2-TZVPD" total_charge=0 e_homo_ev=-10.701 lumo_energy_ev=0.867 de_lowest_kcal_mol=23.5 total_energy_ha=-325.9002 smiles=C[C@H](C#N)CCO
C 0.80 1.96 -0.26
C 0.25 0.55 -0.46
C 0.12 -0.22 0.87
C -0.47 -1.61 0.68
O 0.28 -2.29 -0.32
C -1.05 0.59 -1.16
N -2.07 0.60 -1.69
H 1.77 1.91 0.25
H 0.12 2.57 0.35
H 0.95 2.47 -1.22
H 0.93 -0.03 -1.10
H 1.12 -0.30 1.30
H -0.50 0.34 1.57
H -1.52 -1.53 0.39
H -0.42 -2.17 1.63
H -0.32 -2.83 -0.84



# 4
141
Properties=species:S:1:pos:R:3 method="wB97M-V/def2-TZVPD" total_charge=+1 e_homo_ev=-8.922 lumo_energy_ev=-7.678 de_lowest_kcal_mol=0.0 total_energy_ha=-10638.9095
C -3.28 -3.65 2.31
C -4.44 -3.46 1.28
C -3.90 -3.63 -0.20
C -4.78 -2.74 -1.14
C -6.10 -3.32 -1.50
C -6.95 -2.53 -2.36
C -6.57 -1.19 -2.88
P -7.79 -0.26 -3.94
O -7.16 -0.02 -5.48
Cl -9.50 -1.47 -4.30
C -5.28 -0.63 -2.52
C -4.38 -1.45 -1.65
C -3.01 -0.82 -1.33
O -1.97 -1.40 -1.22
C -3.00 0.73 -1.15
C -2.07 1.30 -0.17
C -2.07 2.76 -0.01
C -1.07 3.40 1.01
C 0.43 3.35 0.37
C 1.45 2.55 1.27
C 2.60 1.80 0.42
C 2.58 0.25 0.71
C 3.49 -0.58 -0.30
C 3.48 -2.10 0.17
C 2.22 -2.89 -0.39
Si 2.52 -3.41 -2.22
C 1.65 -2.21 -3.46
C 4.39 -3.42 -2.64
C 1.79 -5.16 -2.45
C 0.36 -5.39 -2.72
C -0.23 -6.76 -2.94
C 0.59 -7.95 -2.87
C 2.04 -7.78 -2.58
C 2.62 -6.38 -2.37
C -3.02 3.57 -0.80
C -2.99 5.10 -0.55
Br -1.90 6.24 -1.68
C -3.71 5.63 0.46
C -3.76 7.13 0.85
Br -4.75 4.39 1.56
C -3.94 2.96 -1.79
C -3.92 1.53 -1.97
C -4.80 0.77 -2.99
O -5.11 1.25 -4.03
H -3.08 -4.75 2.44
H -2.36 -3.05 2.09
H -3.67 -3.27 3.30
H -4.78 -2.38 1.35
H -5.35 -4.07 1.50
H -2.84 -3.29 -0.16
H -3.97 -4.70 -0.53
H -6.39 -4.33 -1.12
H -7.94 -2.96 -2.65
H -7.92 0.31 -5.99
H -1.41 0.63 0.41
H -1.06 2.75 1.92
H -1.34 4.46 1.23
H 0.74 4.40 0.16
H 0.39 2.84 -0.64
H 0.98 1.76 1.91
H 1.99 3.33 1.88
H 2.53 2.04 -0.68
H 3.61 2.17 0.76
H 3.02 0.03 1.73
H 1.53 -0.12 0.64
H 3.14 -0.53 -1.36
H 4.58 -0.20 -0.27
H 3.34 -2.06 1.28
H 4.44 -2.63 -0.11
H 1.29 -2.27 -0.29
H 2.04 -3.82 0.20
H 2.34 -1.94 -4.28
H 1.33 -1.32 -2.86
H 0.69 -2.67 -3.84
H 5.00 -4.04 -1.93
H 4.52 -3.72 -3.71
H 4.75 -2.35 -2.56
H -0.31 -4.50 -2.76
H -1.32 -6.81 -3.16
H 0.12 -8.94 -3.03
H 2.66 -8.70 -2.56
H 3.72 -6.35 -2.19
H -4.14 7.20 1.90
H -2.77 7.64 0.82
H -4.51 7.69 0.22
H -4.64 3.58 -2.41
C 3.50 9.01 3.49
C 2.50 8.01 4.06
C 2.88 6.55 3.80
O 2.63 6.10 2.47
C 3.64 6.43 1.54
N 1.17 8.33 3.53
H 3.43 9.11 2.41
H 3.33 10.00 3.92
H 4.53 8.73 3.74
H 2.48 8.16 5.14
H 2.26 5.92 4.44
H 3.92 6.34 4.08
H 4.64 6.40 1.98
H 3.45 7.41 1.10
H 3.61 5.70 0.73
H 0.49 7.72 3.98
H 1.15 8.03 2.56
Be -1.66 3.46 -2.63
Cl 0.91 -6.83 -0.35
C -0.81 -7.40 4.31
C -1.54 -6.29 3.55
O -0.80 -5.48 2.94
O -2.78 -6.33 3.62
H 0.27 -7.31 4.21
H -1.07 -7.35 5.37
H -1.12 -8.38 3.92
C 5.45 -3.08 3.28
O 4.70 -2.11 3.22
N 6.63 -3.04 3.94
N 5.15 -4.27 2.68
H 7.26 -3.82 4.00
H 6.88 -2.17 4.39
H 4.28 -4.33 2.19
H 5.75 -5.07 2.72
O 4.97 10.93 5.40
H 5.59 11.66 5.28
H 4.32 11.27 6.01
C -10.48 3.10 -4.24
O -9.93 2.00 -4.53
O -9.64 3.93 -3.54
O -11.61 3.51 -4.49
H -8.90 3.29 -3.54
C 5.41 0.50 5.40
Cl 6.92 -0.36 5.74
Cl 4.63 1.05 6.88
H 5.62 1.36 4.77
H 4.73 -0.18 4.87
Be 5.92 -1.00 -0.14
C 1.77 -3.85 -7.09
N 2.80 -4.32 -6.13
O 3.02 -5.51 -6.08
O 3.36 -3.47 -5.46
H 1.36 -4.71 -7.62
H 1.00 -3.34 -6.52
H 2.26 -3.17 -7.79



# 5
12
Properties=species:S:1:pos:R:3 method="wB97M-V/def2-TZVPD" total_charge=0 e_homo_ev=-8.841 lumo_energy_ev=0.864 de_lowest_kcal_mol=57.3 total_energy_ha=-534.9869 smiles=C#C.CPO
C -1.54 -2.29 0.64
C -0.40 -2.50 0.28
C 1.22 0.98 -0.09
O -1.27 0.87 -0.65
P -0.19 2.08 -0.19
H -2.61 -2.51 0.69
H -2.13 1.18 -0.99
H 0.70 -2.36 0.30
H 0.94 0.08 0.47
H 1.45 0.63 -1.15
H 2.02 1.50 0.45
H -0.68 2.04 1.31



# 6
34
Properties=species:S:1:pos:R:3 method="wB97M-V/def2-TZVPD" total_charge=-1 e_homo_ev=-3.757 lumo_energy_ev=2.967 de_lowest_kcal_mol=15.0 total_energy_ha=-1452.0574
F -2.45 -0.79 1.20
C -1.27 -1.41 1.46
C -1.24 -2.71 1.89
F -2.36 -3.46 1.94
C 0.01 -3.43 2.16
O 0.07 -4.63 2.34
C 1.18 -2.55 2.12
F 2.35 -3.14 2.37
C 1.11 -1.24 1.72
F 2.22 -0.46 1.76
C -0.11 -0.57 1.35
O -0.24 0.82 1.61
C -2.78 -1.57 -3.14
C -1.41 -1.67 -2.54
O -1.37 -0.59 -1.57
C -0.22 -0.56 -0.84
C -0.19 0.62 0.19
F -1.18 1.49 -0.35
C 1.08 1.44 -0.14
O 2.08 1.00 -0.67
O 0.95 2.71 0.25
C 2.17 3.51 0.23
C 1.74 4.90 0.61
O 0.69 -1.31 -1.02
H -2.91 -2.34 -3.91
H -3.55 -1.71 -2.38
H -2.92 -0.59 -3.60
H -1.26 -2.63 -2.03
H -0.62 -1.50 -3.28
H 2.88 3.10 0.95
H 2.62 3.48 -0.77
H 2.62 5.54 0.73
H 1.12 5.33 -0.18
H 1.18 4.91 1.54



# 7
18
Properties=species:S:1:pos:R:3 method="wB97M-V/def2-TZVPD" total_charge=+1 multiplicity=2 e_homo_ev="-14.516 / -14.507" lumo_energy_ev="-3.218 / -8.218" de_lowest_kcal_mol=26.5 s_squared=0.755 total_energy_ha=-363.8862
C 0.28 1.06 1.62
O 1.27 2.08 1.52
C 0.46 0.26 0.22
C -0.24 -1.08 0.30
C -0.19 -1.84 -1.04
O -1.37 -1.66 -1.83
N -0.02 1.06 -0.84
H 0.62 0.37 2.39
H -0.67 1.53 1.84
H 1.03 2.89 1.92
H 1.55 0.34 0.08
H -1.28 -1.11 0.66
H 0.35 -1.69 0.99
H 0.00 -2.90 -0.91
H 0.67 -1.49 -1.62
H 0.23 2.04 -0.76
H -2.02 -1.19 -1.29
H -0.81 0.77 -1.40



Copy entry 5 word for word.
12
Properties=species:S:1:pos:R:3 method="wB97M-V/def2-TZVPD" total_charge=0 e_homo_ev=-8.841 lumo_energy_ev=0.864 de_lowest_kcal_mol=57.3 total_energy_ha=-534.9869 smiles=C#C.CPO
C -1.54 -2.29 0.64
C -0.40 -2.50 0.28
C 1.22 0.98 -0.09
O -1.27 0.87 -0.65
P -0.19 2.08 -0.19
H -2.61 -2.51 0.69
H -2.13 1.18 -0.99
H 0.70 -2.36 0.30
H 0.94 0.08 0.47
H 1.45 0.63 -1.15
H 2.02 1.50 0.45
H -0.68 2.04 1.31